{"formula": "H26O13", "method": "wB97M-V/def2-TZVPD", "homo_energy_ev": -9.76, "e_tot_ev": -27038.2295, "total_charge": 0, "symbols": ["H", "H", "H", "H", "H", "H", "H", "H", "H", "H", "H", "H", "H", "H", "H", "H", "H", "H", "H", "H", "H", "H", "H", "H", "H", "H", "O", "O", "O", "O", "O", "O", "O", "O", "O", "O", "O", "O", "O"], "coordinates": [[-0.804, 0.226, -0.790], [0.522, -0.515, -0.742], [1.107, 1.198, -4.689], [0.680, 1.330, -6.142], [3.142, 0.570, 1.945], [2.599, 1.987, 1.865], [-3.171, -0.615, 2.319], [-3.385, -2.069, 1.933], [0.659, -0.542, 1.709], [-0.252, -0.730, 2.911], [3.110, -3.485, -1.791], [2.840, -3.933, -0.364], [-3.039, 3.641, 1.579], [-1.757, 3.235, 0.871], [1.659, -3.456, 1.751], [1.435, -3.965, 3.165], [-1.334, -2.782, 2.364], [-1.875, -2.463, 3.748], [0.367, 0.607, -2.671], [0.191, 2.097, -2.912], [3.210, -0.112, -2.704], [3.793, 1.273, -2.476], [-4.756, 0.092, 1.200], [-4.253, 0.851, -0.017], [-0.865, 3.620, -1.813], [0.323, 3.406, -0.890], [0.098, 0.303, -0.459], [1.110, 1.816, -5.429], [2.340, 1.086, 2.086], [-3.778, -1.353, 2.444], [-0.267, -0.512, 1.973], [2.564, -3.286, -1.022], [-2.151, 3.308, 1.748], [1.228, -3.227, 2.582], [-1.051, -2.595, 3.266], [0.835, 1.384, -2.995], [3.992, 0.422, -2.883], [-4.445, -0.040, 0.297], [-0.620, 3.226, -0.968]], "mulliken_charge": [0.309, 0.277, 0.381, 0.284, 0.300, 0.280, 0.361, 0.289, 0.192, 0.286, 0.309, 0.298, 0.293, 0.328, 0.269, 0.263, 0.280, 0.312, 0.308, 0.283, 0.289, 0.314, 0.322, 0.294, 0.314, 0.313, -0.637, -0.617, -0.568, -0.667, -0.464, -0.598, -0.601, -0.523, -0.594, -0.607, -0.604, -0.599, -0.668]}